ORCA calculation (the ωB97M-V functional and the def2-TZVPD basis) on a cluster of 10 separate species, C32H72BrF3N22O19PS in total.

```
! RIJCOSX wB97M-V def2-TZVPD def2/J DEFGRID3
* xyz 1 1
C -0.43419 -3.14445 3.11513
C -0.14527 -4.19798 1.97760
O 0.77531 -4.95405 2.13835
O -1.03291 -4.18223 0.91021
C -0.51844 -4.77501 -0.28408
C 0.08531 -3.70882 -1.29544
N -0.77346 -2.51053 -1.39791
C -1.20223 -2.08920 -2.68303
N -1.99518 -2.69017 -3.52605
Br -2.42852 -1.85873 -5.15079
C -2.61585 -4.01434 -3.27532
C -4.04569 -3.90154 -2.55744
C -4.28047 -4.96474 -1.41859
C -3.94873 -6.45394 -1.83208
S -3.18296 -7.43595 -0.46730
O -1.83405 -7.79922 -0.91838
O -3.96201 -8.62248 -0.15899
O -3.03814 -6.58006 0.91490
N -0.69129 -0.77975 -3.00125
C 0.58804 -0.69881 -3.73031
O 1.62959 -0.04906 -2.97972
C 2.79952 -0.76338 -2.97484
F 2.67355 -2.05878 -2.56122
F 3.45626 -0.69241 -4.17091
F 3.62404 -0.14563 -2.05948
C -0.77089 -0.10382 -1.68154
P -2.59404 0.45357 -1.66414
O -2.99899 0.81686 -3.04440
O -3.59481 -0.65920 -0.94302
O -2.61356 1.78870 -0.66630
C -0.41778 -1.27750 -0.66364
C 0.86743 -1.19024 0.22968
C 1.33856 0.29335 0.54390
C 0.30601 1.13737 1.37286
N 0.88776 2.50776 1.47895
C -0.15488 3.54931 1.47765
C -0.46312 4.04753 0.02804
C 0.46302 3.77825 -1.06925
C 0.18287 4.22204 -2.44320
C -1.08379 4.92875 -2.68740
C -1.99416 5.20672 -1.57748
C -1.71853 4.78476 -0.21584
O -2.54509 4.99913 0.87129
H -1.05556 -3.71061 3.86843
H 0.48990 -2.84224 3.65732
H -1.07215 -2.29464 2.76992
H 0.18034 -5.63426 -0.14235
H -1.40900 -5.20017 -0.82874
H 0.02949 -4.22776 -2.29883
H 1.17013 -3.51128 -1.12856
H -1.95707 -4.75264 -2.76023
H -2.82800 -4.45378 -4.29059
H -4.08021 -2.88713 -2.08331
H -4.82022 -3.91685 -3.36172
H -3.75654 -4.60792 -0.49750
H -5.38272 -4.93538 -1.18442
H -4.92888 -6.97002 -2.03198
H -3.32103 -6.56570 -2.75040
H -2.12970 -6.66509 1.27282
H 0.85367 -1.71832 -4.11371
H 0.41577 -0.06375 -4.64605
H -0.24783 0.87868 -1.57322
H -3.12831 -1.47401 -0.68041
H -3.55112 2.05962 -0.60537
H -1.24110 -1.14044 0.10553
H 1.77672 -1.69078 -0.21617
H 0.69937 -1.71876 1.21094
H 2.26605 0.17947 1.17258
H 1.63979 0.84372 -0.39240
H 0.25109 0.75495 2.43546
H -0.72868 1.14139 0.94894
H 1.50928 2.56963 2.28127
H -1.05982 3.19360 2.03573
H 0.27742 4.43365 2.03348
H 1.41323 3.23487 -0.83530
H 0.91191 4.01577 -3.26232
H -1.33106 5.24784 -3.72717
H -2.93934 5.75361 -1.83492
H -3.41840 5.30762 0.57433
C 4.75781 4.24605 -0.18774
O 4.28254 3.86377 0.87256
N 5.07066 5.54814 -0.42298
N 5.01277 3.39891 -1.22116
H 5.46058 5.88170 -1.28479
H 4.89472 6.20417 0.31872
H 4.79392 2.42766 -1.08260
H 5.40159 3.69016 -2.09854
C -4.96923 7.57304 -3.76229
O -4.39221 7.70468 -2.69323
N -4.67052 8.32654 -4.85324
N -5.96315 6.65824 -3.95132
H -5.13131 8.23423 -5.73953
H -3.94097 9.01281 -4.75506
H -6.21202 6.08287 -3.16647
H -6.44916 6.53377 -4.81955
C -0.73878 -8.66533 -4.09861
O -1.88524 -8.26780 -4.27892
N -0.22242 -8.86732 -2.86043
N 0.11135 -8.93409 -5.12895
H 0.71262 -9.18799 -2.69029
H -0.83191 -8.67705 -2.07452
H -0.23854 -8.79519 -6.06068
H 1.05173 -9.25950 -5.00557
C 0.53453 -2.46468 6.91417
O -0.17604 -2.68228 5.93892
N 1.38540 -3.39071 7.42225
N 0.53068 -1.27470 7.57119
H 1.97594 -3.22835 8.22110
H 1.41826 -4.28430 6.96429
H -0.08707 -0.56188 7.22562
H 1.10477 -1.07730 8.37081
C 6.04373 5.29347 4.31719
O 6.18354 5.61617 5.48530
N 4.82521 5.07660 3.75379
N 7.10014 5.12097 3.47172
H 4.69182 4.80930 2.79189
H 4.02113 5.19324 4.34430
H 8.01869 5.27177 3.84960
H 7.00610 4.85536 2.50889
C -4.47490 11.44961 -6.42950
O -3.82293 10.44781 -6.69133
N -5.63040 11.40790 -5.71113
N -4.09850 12.69152 -6.83482
H -6.17726 12.21806 -5.48677
H -5.94058 10.50637 -5.39183
H -3.24942 12.76185 -7.36787
H -4.61647 13.52585 -6.63187
C -7.04458 -2.18754 -4.89766
O -6.88275 -1.88270 -3.72766
N -8.27153 -2.42578 -5.43222
N -6.00210 -2.31664 -5.76874
H -8.42405 -2.67767 -6.39102
H -9.06305 -2.34014 -4.81853
H -5.08291 -2.14612 -5.40240
H -6.10597 -2.56810 -6.73445
C 5.19684 -2.71528 8.66877
O 4.30378 -2.44929 9.46329
N 5.66574 -3.97787 8.49003
N 5.79651 -1.76946 7.89846
H 6.39775 -4.21504 7.84594
H 5.24762 -4.70491 9.04330
H 5.47662 -0.82259 8.00379
H 6.53137 -1.96605 7.24286
C 9.56120 -1.50374 9.35745
O 9.18629 -2.23869 8.45733
N 8.70453 -0.71668 10.06315
N 10.86638 -1.40977 9.73093
H 8.99002 -0.10630 10.80582
H 7.73103 -0.76131 9.81452
H 11.52795 -1.97744 9.23123
H 11.19479 -0.81311 10.46688
*
```

## Properties
* electronic energy: -7509.9994 a.u.